One molecule with the formula C8H4Cl5NO4S2, computed with ωB97M-V/def2-TZVPD.

```
24
Properties=species:S:1:pos:R:3
Cl -0.096 2.902 -2.458
Cl 0.173 -3.292 2.925
Cl -1.640 -2.632 -2.646
Cl 2.884 2.844 -3.285
Cl 3.332 0.543 -1.419
S -1.316 -1.867 2.578
S -0.793 -0.726 -2.764
O 0.457 -0.735 -3.567
O -1.745 0.256 -3.285
O -2.501 -2.471 1.972
O -1.640 -1.064 3.802
N 0.376 0.721 2.934
C 0.695 1.070 0.597
C -0.637 -0.773 1.328
C 0.134 0.309 1.627
C -0.938 -1.079 0.037
C 0.398 0.796 -0.731
C -0.411 -0.298 -1.026
C 0.919 1.701 -1.786
C 2.253 1.658 -2.131
H 1.227 1.974 0.857
H 0.748 1.655 3.028
H -0.323 0.449 3.632
H -1.556 -1.942 -0.219
```

Values from the calculation:
structure (SMILES)	Nc1cc(C(Cl)=C(Cl)Cl)c(S(=O)(=O)Cl)cc1S(=O)(=O)Cl
HOMO level	-9.533	eV
relative energy (zero: lowest compared OMol25 entry of this formula, charge and spin)	0.0	kcal/mol

Results of the Löwdin charge analysis, in e, for atoms 1 through 2:
1. Cl 0.7477
2. Cl 0.3744

C25H28MoN4O2 as an isolated structure, computed with ωB97M-V/def2-TZVPD.

```
60
Properties=species:S:1:pos:R:3
Mo 1.878 0.953 -0.309
O 3.236 2.119 -0.497
O 4.918 3.618 -0.307
N -1.345 0.674 1.004
N 3.727 -0.278 -1.536
N -1.623 -1.454 0.170
N 0.385 -0.285 -0.146
C -5.293 -0.915 0.244
C -2.845 2.518 2.441
C -1.472 2.855 1.918
C -3.970 -0.803 -0.180
C -5.648 -1.719 1.317
C 0.765 -1.449 -2.268
C 5.104 1.803 -1.935
C 4.518 2.674 -0.872
C -3.621 0.037 -1.380
C 2.093 -3.492 -0.940
C 1.785 -2.408 1.311
C 1.256 -2.520 -2.992
C -0.920 4.106 2.137
C 0.345 4.433 1.667
C -3.357 -2.343 1.614
C 0.954 -1.402 -0.882
C -0.711 1.924 1.203
C 1.083 3.501 0.970
C -0.884 -0.366 0.339
C 1.917 -3.543 -2.318
C -3.019 -1.525 0.544
C -4.682 -2.443 2.002
C 0.576 2.204 0.713
C 5.093 0.319 -1.552
C 1.615 -2.425 -0.183
H 2.045 -1.421 1.700
H -4.956 -3.078 2.833
H -3.308 1.047 -1.101
H 1.114 -2.569 -4.062
H -2.584 -2.890 2.138
H -4.486 0.141 -2.032
H 3.805 -1.236 -1.201
H -2.284 0.573 1.373
H 2.067 3.781 0.628
H 2.607 -4.302 -0.437
H 2.294 -4.394 -2.870
H -3.269 3.369 2.968
H 5.525 0.181 -0.561
H 5.726 -0.215 -2.260
H 4.534 1.955 -2.857
H -1.190 -2.247 -0.282
H 0.756 5.416 1.850
H -1.494 4.840 2.688
H 0.862 -2.710 1.813
H -3.543 2.266 1.636
H 0.225 -0.646 -2.759
H -2.819 -0.411 -1.969
H 6.122 2.144 -2.113
H 3.399 -0.374 -2.495
H -6.686 -1.791 1.610
H -2.821 1.685 3.149
H 2.563 -3.104 1.615
H -6.061 -0.378 -0.299
```

Values from the calculation:
HOMO level (spin up / spin down)	-14.359 / -14.373	eV
relative energy (zero: lowest compared OMol25 entry of this formula, charge and spin)	23.9	kcal/mol
total charge	+2
2S+1	3

Results of the Löwdin charge analysis, in e, for atoms 1 through 2:
1. Mo 1.8024
2. O -0.3386

An isolated ion of composition C5H8N4P and charge +1, computed with ωB97M-V/def2-TZVPD.

```
18
Properties=species:S:1:pos:R:3
P 0.427 -0.023 2.743
N -0.267 -0.735 -2.674
N 1.362 -1.236 0.295
N -1.686 1.527 -0.333
N -0.228 -0.166 -1.361
C 1.600 -1.104 1.689
C 0.447 -0.504 -0.275
C -0.421 0.779 1.648
C -1.365 1.703 1.129
C -1.273 0.871 -1.274
H 0.211 -0.052 -3.411
H 1.556 -2.085 2.321
H 0.242 -1.573 -2.769
H 2.771 -0.765 1.798
H -2.347 1.692 1.528
H -1.083 2.730 1.306
H 1.887 -1.859 -0.200
H -1.833 0.800 -2.160
```

Values from the calculation:
HOMO level (spin up / spin down)	-13.250 / -13.248	eV
relative energy (zero: lowest compared OMol25 entry of this formula, charge and spin)	98.6	kcal/mol
total charge	+1

Results of the Löwdin charge analysis, in e, for atoms 1 through 2:
1. P 1.0251
2. N 0.0815